# C11H17NO2

A single C11H17NO2 molecule at a distorted geometry (ωB97M-V/def2-TZVPD, the Open Molecules 2025 dataset).

Values from the calculation:
HOMO level (Eh): -0.2892
SMILES: COc1ccc(C[C@@H](C)N)cc1OC
Total charge: 0
Frontier orbital gap (eV): 8.655
Energy above the lowest of the compared OMol25 structures with the same formula, charge and spin (kcal per mole): 165.5

The geometry in XYZ format:
```
31
C11H17NO2, DFT ωB97M-V/def2-TZVPD
C 0.76992 0.90816 3.62365
C 0.85927 -0.12181 1.51345
C 0.46541 -1.42217 1.09357
C -0.11216 -1.55024 -0.07388
C -0.04837 -0.44078 -1.05316
C -0.57220 -0.83029 -2.41990
C -2.35522 -0.65260 -2.35555
C -3.07401 -0.42162 -3.78643
C 0.53131 0.83182 -0.71608
C 0.99351 1.04762 0.59257
C 3.09134 1.73858 1.52618
H 1.63491 1.50542 4.33076
H 0.33866 1.85848 2.96894
H -0.19691 0.41689 4.31023
H 0.48391 -2.26355 1.79957
H -0.36209 -2.60205 -0.35713
H -0.46398 -1.85100 -2.75340
H -0.34470 -0.36883 -3.41802
H -2.37808 0.47633 -2.11970
H -3.29539 -1.26175 -4.68249
H -2.79948 0.60552 -4.36257
H -4.01588 -0.09352 -3.34527
H -4.01123 -1.61596 -1.62902
H -2.58095 -1.98421 -0.74363
H 0.74739 1.75806 -1.24338
H 3.78543 1.25013 0.83013
H 3.44113 2.78359 1.58253
H 3.12897 1.05838 2.54767
N -2.95140 -1.68920 -1.61017
O 1.40745 -0.03363 2.77122
O 1.62447 2.23770 0.96497
```

# C4H8ClN

A single C4H8ClN molecule at a distorted geometry (ωB97M-V/def2-TZVPD, the Open Molecules 2025 dataset).

Values from the calculation:
HOMO level (Eh): -0.3343
SMILES: ClCC1CNC1
Total charge: 0
Frontier orbital gap (eV): 10.025
Energy above the lowest of the compared OMol25 structures with the same formula, charge and spin (kcal per mole): 13.8

The geometry in XYZ format:
```
14
C4H8ClN, DFT ωB97M-V/def2-TZVPD
C -1.52093 0.71508 0.01655
C 0.00129 0.63506 0.09305
C 0.60414 -0.44790 1.01998
C 0.66960 -0.17540 -1.05832
H -1.93269 1.21775 0.93946
H -1.79961 1.23831 -0.87623
H 0.41786 1.63446 0.20988
H 1.48166 -0.01703 1.54054
H -0.08315 -0.92260 1.77074
H 1.93028 -1.48950 -0.15994
H 1.57031 0.26967 -1.40011
H -0.01553 -0.46687 -1.90075
N 0.93372 -1.30277 -0.12011
Cl -2.25695 -0.88826 -0.07475
```

# C36H28CoN4O2P2SeTe

A molecular structure, C36H28CoN4O2P2SeTe (ωB97M-V/def2-TZVPD, the Open Molecules 2025 dataset).

Values from the calculation:
HOMO level (alpha / beta) (Eh): -0.2649 / -0.2651
Total charge: 0
Frontier orbital gap (alpha / beta) (eV): 6.359 / 5.619
⟨S²⟩: 3.79
Multiplicity: 4
Energy above the lowest of the compared OMol25 structures with the same formula, charge and spin (kcal per mole): 0.0

The geometry in XYZ format:
```
75
C36H28CoN4O2P2SeTe, DFT ωB97M-V/def2-TZVPD
Co -0.09783 -0.99710 0.22481
Te -3.06236 3.36012 0.24516
C -4.91186 2.87138 1.15201
C -5.85477 2.09758 0.49288
C -7.03993 1.79780 1.15024
N -7.32806 2.21795 2.38318
C -6.41775 2.97380 2.99984
C -5.19982 3.32643 2.43210
C -2.03351 1.56053 0.75732
P -0.41975 1.91704 1.43148
C -0.74068 2.94682 2.92260
C 0.10953 4.00558 3.21517
C -0.09586 4.78079 4.35161
C -1.15797 4.50199 5.19725
C -2.01307 3.44084 4.91195
C -1.80397 2.66587 3.78259
C 0.13133 0.35569 2.25525
C 1.45898 0.27891 2.68541
C 1.88448 -0.77760 3.47264
C 0.99126 -1.77896 3.83092
C -0.32872 -1.71636 3.41309
C -0.76149 -0.65503 2.62870
P -2.03326 0.04453 -0.26951
C -3.53225 -0.85884 0.23824
C -3.77201 -2.10883 -0.33920
C -4.86903 -2.86153 0.04870
C -5.72728 -2.38661 1.03554
C -5.47497 -1.16541 1.64151
C -4.37942 -0.40560 1.24514
C -2.38074 0.62927 -1.96557
C -3.47053 0.23275 -2.73276
C -3.62615 0.70771 -4.03080
C -2.70269 1.58925 -4.57215
C -1.61715 2.00270 -3.80866
C -1.46089 1.52483 -2.51758
H -5.67233 1.72194 -0.50628
H -7.79241 1.18556 0.66426
H -6.67283 3.31082 3.99953
H -4.49139 3.93390 2.98161
H 0.93340 4.23376 2.54766
H 0.57093 5.60540 4.57235
H -1.32311 5.10850 6.07891
H -2.84227 3.21683 5.57322
H -2.46697 1.83544 3.56216
H 2.15535 1.06357 2.40686
H 2.91602 -0.82831 3.79701
H 1.32870 -2.61380 4.43200
H -1.02914 -2.49480 3.68853
H -1.81493 -0.56198 2.40347
H -3.07568 -2.50352 -1.07192
H -5.04818 -3.82816 -0.40662
H -6.58436 -2.97571 1.33764
H -6.13112 -0.79649 2.42152
H -4.18750 0.55216 1.71776
H -4.20809 -0.44634 -2.32388
H -4.47853 0.38793 -4.61869
H -2.82953 1.95959 -5.58217
H -0.89116 2.69650 -4.21761
H -0.61205 1.85612 -1.92504
Se 2.21743 1.02761 -1.26676
N 1.04491 -0.31574 -1.32215
C 0.87295 -0.60314 -2.60004
C 0.00642 -1.63577 -3.07817
C -0.09897 -1.81384 -4.41425
C 0.64175 -1.00764 -5.35047
C 1.47823 -0.02755 -4.94244
C 1.61833 0.21124 -3.53609
N 2.39284 1.14239 -3.01526
H -0.53732 -2.24501 -2.36677
H -0.75228 -2.59009 -4.79499
H 0.52793 -1.20330 -6.40982
H 2.04818 0.57241 -5.64018
O 1.43427 -2.45845 0.79111
N 0.71983 -3.43378 0.49474
O -0.40928 -3.07824 0.05488
```

# C2H29CdO13

A molecular structure, C2H29CdO13 at a distorted geometry (ωB97M-V/def2-TZVPD, the Open Molecules 2025 dataset).

Values from the calculation:
HOMO level (Eh): -0.4612
Total charge: +1
Frontier orbital gap (eV): 7.965
Energy above the lowest of the compared OMol25 structures with the same formula, charge and spin (kcal per mole): 0.0

The geometry in XYZ format:
```
45
C2H29CdO13, DFT ωB97M-V/def2-TZVPD
Cd 0.13673 -2.23064 1.02287
C 0.14173 1.44836 -0.25913
C -0.45327 0.21636 -0.86113
O -0.90127 -0.48364 0.26787
H 1.01773 1.26436 0.35787
H -0.68527 2.10936 0.08687
H 0.45573 2.03036 -1.14713
H 0.20073 -0.40964 -1.44713
H -1.29127 0.46536 -1.52013
O 1.61473 -2.61464 -0.81613
H 1.98273 -1.73664 -0.89213
H 1.63273 -2.94064 -1.73413
O 1.89373 3.51936 1.11187
H 2.53673 2.93836 1.47787
H 1.09673 3.26836 1.59987
O 1.87673 -0.72364 1.34187
H 2.01573 -0.11864 2.08287
H 2.09273 -0.24264 0.50887
O -3.82027 -0.83164 0.32587
H -4.32627 -0.58064 1.13587
H -2.94727 -0.43964 0.47687
O -0.35227 2.66636 2.80887
H -0.70227 2.91336 3.64487
H -0.82527 1.84236 2.58887
O 2.80473 -0.06964 -1.02513
H 2.82173 0.87236 -1.07713
H 3.22973 -0.44864 -1.80113
O -2.98827 -1.70464 -2.20713
H -2.32727 -1.38464 -2.79213
H -3.22127 -1.14564 -1.44113
O -1.87227 -2.58464 2.17487
H -2.58627 -2.96564 1.69787
H -2.16627 -2.16664 2.98787
O 3.40873 2.59836 -1.12913
H 2.75673 3.13136 -0.71213
H 4.01473 2.35236 -0.44113
O -1.19927 -3.20164 -0.61513
H -0.94127 -4.02364 -1.06313
H -1.47527 -2.66964 -1.32413
O -1.81327 0.42736 2.46587
H -2.75927 0.46136 2.45487
H -1.48527 0.09236 1.61087
O 1.26373 0.39736 -3.67913
H 1.67873 -0.00164 -2.96613
H 0.46573 0.70436 -3.28113
```

# C4H8O2

2 unconnected molecules or ions with the total composition C4H8O2 (ωB97M-V/def2-TZVPD, the Open Molecules 2025 dataset).

Values from the calculation:
HOMO level (Eh): -0.3303
SMILES: C/C=C\O.C=O
Total charge: 0
Frontier orbital gap (eV): 9.688
Energy above the lowest of the compared OMol25 structures with the same formula, charge and spin (kcal per mole): 63.0

The geometry in XYZ format:
```
14
C4H8O2, DFT ωB97M-V/def2-TZVPD
C -1.30538 0.41363 -0.99497
C -0.01191 -0.33781 -0.94482
O 1.68549 1.56214 0.09408
C 1.31289 0.87650 1.01079
C 0.32416 -1.20846 0.00577
O -0.41851 -1.56298 1.10178
H -1.68403 0.66890 0.00382
H -1.22471 1.34256 -1.56698
H -2.05734 -0.22174 -1.47274
H 0.73522 -0.10791 -1.70170
H 0.27274 0.89384 1.40636
H 1.98920 0.22039 1.59222
H 1.27698 -1.72993 -0.00864
H -0.89480 -0.80912 1.47501
```

# C4H12N2O2

2 unconnected molecules or ions with the total composition C4H12N2O2 at a distorted geometry (ωB97M-V/def2-TZVPD, the Open Molecules 2025 dataset).

Values from the calculation:
HOMO level (Eh): -0.3164
SMILES: NCC[C@@H](N)C=O.O
Total charge: 0
Frontier orbital gap (eV): 9.052
Energy above the lowest of the compared OMol25 structures with the same formula, charge and spin (kcal per mole): 92.6

The geometry in XYZ format:
```
20
C4H12N2O2, DFT ωB97M-V/def2-TZVPD
O 3.28035 -0.71907 -1.10287
C 2.45702 0.09518 -1.30665
C 0.99605 0.06450 -0.87957
C 0.58464 -1.31105 -0.25856
C -0.64179 -1.16542 0.80874
N -1.72510 -0.63418 -0.00735
N 0.73442 1.30033 -0.19493
H 2.83399 0.78701 -1.96818
H 0.46131 0.17023 -1.91214
H 0.13839 -1.94701 -0.98371
H 1.47079 -1.79235 0.24311
H -0.98297 -2.10053 1.14845
H -0.39855 -0.49407 1.69336
H -1.88662 0.35040 -0.19084
H -2.17094 -1.22789 -0.56685
H 0.46087 1.23685 0.84134
H -0.00454 1.99687 -0.63748
H -1.76206 2.48113 2.10372
H -1.87761 1.09775 1.84344
O -1.96765 1.81132 1.32698
```

# C4H8N2O

A single C4H8N2O molecule at a distorted geometry (ωB97M-V/def2-TZVPD, the Open Molecules 2025 dataset).

Values from the calculation:
HOMO level (Eh): -0.3711
Total charge: 0
Frontier orbital gap (eV): 10.890
Energy above the lowest of the compared OMol25 structures with the same formula, charge and spin (kcal per mole): 62.4

The geometry in XYZ format:
```
15
C4H8N2O, DFT ωB97M-V/def2-TZVPD
C -0.25913 0.53247 1.95288
N -0.34745 0.72407 0.50835
C 0.15976 -0.34937 -0.28901
C -0.13770 -0.16569 -1.77091
O -1.50365 -0.22554 -2.07124
C 2.38431 -1.10020 0.54738
N 1.62156 -0.52548 -0.15250
H 0.75184 0.26371 2.30143
H -0.57251 1.45410 2.45387
H -0.94431 -0.26738 2.25379
H 0.09226 1.59750 0.23582
H -0.29978 -1.28402 0.07175
H 0.34218 -0.98544 -2.30886
H 0.33208 0.77363 -2.10880
H -1.93991 0.49591 -1.60227
```

# C4H6N2O

A single C4H6N2O molecule at a distorted geometry (ωB97M-V/def2-TZVPD, the Open Molecules 2025 dataset).

Values from the calculation:
HOMO level (Eh): -0.3279
SMILES: [H]/N=C(\C)C(=O)N=C
Total charge: 0
Frontier orbital gap (eV): 9.219
Energy above the lowest of the compared OMol25 structures with the same formula, charge and spin (kcal per mole): 75.0

The geometry in XYZ format:
```
13
C4H6N2O, DFT ωB97M-V/def2-TZVPD
C 0.90645 -1.75933 0.38496
C 0.15007 -0.70081 -0.35598
C -0.81248 0.13269 0.55140
C -0.80911 2.53137 0.16258
N -0.74343 1.42368 0.75012
N 0.32019 -0.27275 -1.53204
O -1.73114 -0.68360 0.44962
H 1.13113 -0.66691 -2.00461
H -1.08053 2.64019 -0.88656
H -0.60992 3.42893 0.73511
H 0.23200 -2.32140 1.02639
H 1.65784 -1.29908 1.02443
H 1.38891 -2.45298 -0.30542
```

| no. | calculated total energy (eV) |
| --- | --- |
| 1 | -17261.1154 |
| 2 | -18289.1716 |
| 3 | -176681.6149 |
| 4 | -33720.2798 |
| 5 | -8370.5489 |
| 6 | -11415.1998 |
| 7 | -9303.6893 |
| 8 | -9270.2495 |